[1]
Here is 3 unconnected molecules or ions with the total composition C18H33F8NO8P2S2Si in a non-equilibrium geometry from the OMol25 dataset. Energies are from ωB97M-V/def2-TZVPD.

```
! RIJCOSX wB97M-V def2-TZVPD def2/J DEFGRID3
* xyz 0 1
N -0.34 3.28 -2.76
P -1.42 2.23 -1.85
O -2.07 1.23 -3.03
Si -0.21 0.82 -0.59
C 0.59 1.66 0.90
C -0.40 2.34 1.90
C -0.56 1.65 3.29
C 0.73 1.19 3.95
F 1.80 1.91 3.62
F 0.56 1.34 5.29
C 0.99 -0.36 3.75
F 0.52 -1.00 4.82
F 0.33 -0.86 2.72
F 2.26 -0.64 3.67
C -1.25 -0.71 -0.10
C -2.43 -0.41 0.86
C -3.62 -1.26 0.45
F -4.52 -0.68 -0.35
C -3.72 -2.52 0.92
F -3.81 -2.77 2.19
F -3.70 -3.55 0.10
C 1.18 0.11 -1.74
P 2.63 -0.50 -0.84
O 3.44 0.61 -0.37
O 2.26 -1.42 0.44
O 3.50 -1.45 -1.85
H 0.46 2.78 -3.14
H 0.05 3.91 -2.06
H -1.45 0.51 -3.23
H 1.22 2.46 0.49
H 1.28 0.93 1.35
H -0.19 3.40 2.08
H -1.40 2.30 1.44
H -1.32 0.86 3.26
H -0.98 2.41 3.96
H -1.68 -1.15 -1.02
H -0.54 -1.45 0.30
H -2.16 -0.73 1.87
H -2.76 0.64 0.81
H 1.52 0.90 -2.43
H 0.72 -0.69 -2.34
H 1.52 -2.03 0.27
H 2.84 -2.06 -2.23
C -5.02 5.46 -0.39
C -6.36 4.71 -0.41
C -6.08 3.25 -0.03
S -4.62 3.28 1.01
O -3.54 2.60 0.32
O -4.98 2.93 2.36
C -4.33 5.04 0.91
H -5.16 6.54 -0.43
H -4.41 5.16 -1.24
H -7.04 5.16 0.32
H -6.84 4.78 -1.38
H -6.90 2.81 0.52
H -5.85 2.65 -0.91
H -3.26 5.24 0.92
H -4.80 5.50 1.78
C 6.44 -5.92 -0.89
C 6.92 -4.53 -1.33
C 6.47 -4.33 -2.78
S 4.99 -5.32 -2.99
O 5.27 -6.38 -3.94
O 3.85 -4.45 -3.14
C 4.98 -6.02 -1.35
H 6.52 -6.05 0.19
H 7.03 -6.69 -1.38
H 6.46 -3.77 -0.70
H 8.00 -4.43 -1.24
H 6.24 -3.29 -3.00
H 7.22 -4.70 -3.49
H 4.61 -7.04 -1.38
H 4.33 -5.40 -0.73
*
```

Its SMILES is NP(O)[Si@@](CCCC(F)(F)C(F)(F)F)(CCC(F)=C(F)F)CP(=O)(O)O.O=S1(=O)CCCC1.O=S1(=O)CCCC1. The total energy is -3929.8818 hartree. For the HOMO-LUMO gap, the calculation gives 8.2 eV. Its energy above the lowest of the compared OMol25 structures with the same formula, charge and spin is 0.0000 eV.


[2]
Here is a molecular structure, C18H33IrN3O7P2Sb in a non-equilibrium geometry from the OMol25 dataset. Energies are from ωB97M-V/def2-TZVPD.

```
! RIJCOSX wB97M-V def2-TZVPD def2/J DEFGRID3
* xyz 2 5
Ir -0.21 0.49 0.38
N -4.02 0.19 3.41
C -3.03 1.16 2.90
C -3.20 2.44 3.61
P -3.50 1.29 1.06
O -2.33 0.23 0.47
O -4.85 0.58 0.87
O -3.12 2.62 0.53
P -1.46 0.38 3.20
O -1.27 0.69 4.77
O -1.80 -1.01 2.91
O -0.27 1.03 2.39
H -4.35 0.42 4.34
H -3.66 -0.78 3.55
H -4.82 0.04 2.83
H -3.91 3.13 3.13
H -2.25 2.94 3.68
H -3.60 2.23 4.60
H -2.64 -0.68 0.44
H -0.46 0.40 5.18
O 1.81 0.66 0.31
C 2.71 -0.24 0.32
C 2.61 -1.47 1.19
C 2.92 -2.97 0.79
C 4.41 -3.14 0.50
C 5.26 -1.85 0.65
C 5.04 -0.84 -0.44
N 3.82 0.00 -0.36
H 1.59 -1.49 1.54
H 3.22 -1.30 2.09
H 2.20 -3.39 0.07
H 2.73 -3.49 1.74
H 4.56 -3.55 -0.53
H 4.85 -3.85 1.20
H 6.31 -2.16 0.67
H 5.06 -1.38 1.63
H 4.88 -1.42 -1.37
H 5.83 -0.14 -0.62
H 3.75 0.75 -1.05
N -0.13 -0.20 -1.35
C -0.28 -1.05 -2.14
C -0.48 -2.13 -3.04
C 0.31 -3.31 -2.88
C -0.15 -4.47 -3.49
C -1.34 -4.48 -4.26
C -2.00 -3.27 -4.54
C -1.54 -2.08 -3.93
H 1.13 -3.30 -2.22
H 0.47 -5.43 -3.43
H -1.70 -5.46 -4.66
H -2.87 -3.26 -5.28
H -2.00 -1.12 -4.14
C 1.09 3.87 -1.59
Sb -0.66 3.13 -0.54
C -1.13 5.17 0.07
C -1.85 3.09 -2.36
H 0.70 4.19 -2.55
H 1.88 3.09 -1.77
H 1.47 4.75 -1.04
H -1.86 5.14 0.84
H -1.53 5.62 -0.82
H -0.27 5.68 0.44
H -1.62 2.22 -2.96
H -1.59 3.98 -2.91
H -2.89 3.14 -2.04
*
```

The total energy is -2423.3979 hartree. For the HOMO-LUMO gap (spin up / spin down), the calculation gives 6.8 / 6.5 eV. Its expectation value of S² is 6.02. Its energy above the lowest of the compared OMol25 structures with the same formula, charge and spin is 0.0000 eV.


- What is the formula in the second record?
  C18H33IrN3O7P2Sb